Entry 1:
Below is C17H45BeN4O7 as an isolated structure in a non-equilibrium geometry, with properties calculated with the ωB97M-V functional and the def2-TZVPD basis.

**HOMO level**: -0.4143 hartree
**DFT total energy**: -1434.932663 Ha
**LUMO level**: -2.47 eV
**Molar mass**: 426.58 g/mol
**Net charge**: +1
**Spin multiplicity**: 1
**Energy relative to the best compared isomer or geometry (same formula, charge and spin)**: 33.0 kcal per mole
**HOMO-LUMO gap**: 0.324 Ha

Positions of all 74 atoms, in Å:
H (-1.691, -1.975, -0.169)
H (-1.204, -0.860, -4.162)
H (-0.537, -0.198, 2.748)
N (-0.153, -0.645, 1.921)
C (2.242, -0.993, -1.251)
C (-2.647, -1.492, -0.397)
H (-2.306, 0.524, -3.901)
H (-3.349, 0.374, 0.144)
H (-2.422, 4.302, 2.856)
H (0.432, -1.567, -1.937)
O (-1.571, -0.339, -2.149)
H (3.094, 1.072, -4.794)
H (0.741, -2.122, -0.554)
C (2.958, -2.300, -1.672)
N (-2.572, -0.233, 0.391)
O (-1.941, 2.715, -1.087)
C (1.141, -1.302, 2.283)
H (1.901, -3.389, 2.359)
C (-1.352, 4.275, 3.046)
C (-1.428, -0.003, -3.523)
N (0.803, -1.233, -1.048)
H (4.035, -2.142, -1.627)
H (-0.900, 5.266, 3.040)
H (3.432, 0.582, -2.203)
H (-2.723, -0.544, 1.345)
H (-4.702, -1.782, -0.175)
H (0.654, -0.609, 4.342)
H (1.803, 1.022, -2.010)
H (2.742, 0.913, 1.515)
H (-2.517, 2.370, 1.612)
C (2.077, 0.829, -4.480)
C (-2.718, -1.107, -1.854)
H (0.257, -3.066, 3.057)
H (-1.101, 3.795, 3.995)
H (-0.760, -4.894, 1.548)
H (-0.788, -1.446, 1.927)
H (2.749, -2.561, -2.710)
H (0.765, 2.463, 3.153)
O (1.086, 2.139, 1.143)
O (2.046, -0.241, -3.562)
H (2.230, -1.397, 4.202)
C (0.067, -4.596, 0.899)
H (-3.768, -3.360, -0.400)
C (1.512, -0.762, 3.683)
H (2.763, 2.060, 0.056)
O (0.099, 2.674, -1.735)
H (2.720, -0.603, -0.351)
H (1.659, 1.751, -4.056)
H (1.881, -0.972, 1.557)
H (1.419, 0.626, -5.324)
C (2.426, 0.150, -2.248)
H (2.585, -3.116, -1.053)
H (-0.580, 0.681, -3.539)
H (-0.450, 4.209, -3.155)
C (0.714, 3.003, 2.198)
H (1.259, 3.941, 2.306)
N (-1.557, 2.122, 1.819)
O (-1.343, 3.989, -2.850)
C (-0.763, 3.346, 1.963)
H (3.042, 2.700, 1.582)
C (-3.809, -2.374, 0.058)
C (2.495, 1.887, 1.101)
H (-0.804, 3.854, 0.997)
H (-3.593, -0.479, -2.047)
C (-1.061, 3.140, -1.837)
H (-4.011, -2.491, 1.126)
H (1.951, 0.237, 3.646)
O (0.400, -3.239, 1.023)
H (-2.683, -1.982, -2.507)
Be (-0.573, 0.703, -0.172)
C (0.968, -2.833, 2.255)
H (0.928, -5.240, 1.111)
H (-0.175, -4.809, -0.142)
H (-1.524, 1.580, 2.675)

---

Entry 2:
Below is C17H46Ba2F3HgN2O25S4Zn as an isolated structure in a non-equilibrium geometry, with properties calculated with the ωB97M-V functional and the def2-TZVPD basis.

**HOMO level**: -0.2880 hartree
**DFT total energy**: -6541.828139 Ha
**LUMO level**: -4.80 eV
**Molar mass**: 1404.44 g/mol
**Net charge**: +1
**Spin multiplicity**: 1
**HOMO-LUMO gap**: 0.111 Ha

Positions of all 101 atoms, in Å:
O (-0.396, -0.293, -0.362)
H (-2.546, 1.546, 2.945)
H (-3.124, -0.185, -0.418)
O (-1.717, 0.081, -2.816)
H (-0.787, -2.735, -0.723)
F (-1.129, 5.327, 1.811)
O (1.982, 0.385, -0.029)
H (6.709, -0.593, -0.274)
N (-3.110, 0.832, -0.329)
H (-6.038, 4.465, 0.541)
F (-0.552, 3.638, 2.981)
O (-1.698, 2.780, -2.453)
C (-2.102, -5.189, -2.402)
H (-0.399, 0.609, 2.759)
O (3.573, -3.598, 0.292)
H (-4.999, 1.071, 1.513)
Hg (3.539, 1.931, 0.454)
S (0.347, 3.565, 0.505)
H (-2.214, -1.848, 3.383)
C (-5.389, 0.691, 0.565)
H (6.367, 3.116, 0.082)
H (-6.428, 0.990, 0.420)
F (0.885, 5.185, 2.562)
C (4.096, 2.232, 3.920)
H (-3.965, 3.028, -1.635)
H (6.501, 0.895, 1.691)
S (-1.202, 3.759, -3.453)
C (-0.140, 4.544, 2.064)
O (1.341, -1.172, -1.814)
H (-4.126, 3.203, 0.061)
H (3.927, -0.462, 2.388)
H (5.147, 2.123, 4.190)
S (0.940, -0.043, -0.951)
O (4.113, -1.992, 2.904)
H (-4.717, 0.845, -1.645)
Ba (2.098, 1.716, -3.970)
O (-1.423, -1.831, 1.572)
H (-2.649, -5.569, 0.356)
C (-1.303, -1.438, 2.940)
H (-2.727, -5.220, -4.826)
N (-1.061, -3.215, -1.581)
O (0.453, 4.598, -0.492)
C (-1.819, -5.810, -4.679)
H (2.642, -1.860, 0.829)
H (-2.847, -4.447, -2.717)
H (-2.629, -6.122, -2.188)
H (3.557, 2.537, 4.824)
H (-5.625, 5.084, -1.077)
H (-1.045, -1.113, 1.002)
H (1.652, -3.336, 1.078)
O (0.562, 1.048, -1.863)
H (3.159, -3.904, 2.879)
O (-1.685, 3.405, -4.778)
H (4.062, -2.908, -0.159)
C (6.347, 0.420, -0.467)
O (0.278, 3.735, -3.430)
C (2.648, -2.909, 1.152)
H (4.738, 3.803, 2.922)
Ba (0.783, -2.881, -3.717)
C (-4.563, 1.215, -0.629)
O (-1.498, 5.128, -2.997)
H (4.734, -0.519, -1.127)
H (-5.413, -0.393, 0.705)
O (-1.467, -1.693, -4.444)
H (-3.186, 0.928, 0.683)
H (-1.234, 0.196, 4.219)
O (4.924, 0.311, -0.680)
O (0.275, -0.186, -4.250)
H (-1.871, -2.665, -1.869)
O (1.663, 3.000, 0.802)
O (-2.490, 0.624, 2.698)
C (3.362, 1.009, 3.461)
O (-5.974, 3.054, -0.997)
C (-4.608, 2.722, -0.804)
O (3.988, 3.203, 2.871)
C (3.028, -2.847, 2.603)
C (-1.268, 0.052, 3.129)
H (-0.547, -5.268, -1.002)
O (-0.745, 2.638, 0.224)
H (2.173, -2.519, 3.205)
H (-0.438, -1.959, 3.366)
C (-1.386, -4.602, -1.223)
C (-2.281, -4.594, 0.019)
H (7.774, 1.514, 0.634)
C (-6.245, 4.370, -0.529)
O (3.943, 0.504, 2.229)
H (-1.121, -5.712, -5.504)
H (4.305, -1.980, 3.845)
C (6.704, 1.314, 0.707)
H (-7.302, 4.559, -0.705)
Zn (-1.316, 1.356, -1.302)
H (-3.128, -3.904, -0.010)
O (-1.181, -5.381, -3.475)
S (-1.207, -0.283, -4.166)
H (-1.811, -4.270, 0.954)
O (-1.722, 0.591, -5.206)
H (2.333, 1.302, 3.243)
H (-2.173, -6.835, -4.535)
O (5.894, 2.500, 0.661)
H (3.400, 0.262, 4.253)
H (6.825, 0.745, -1.395)

---

Entry 3:
Below is C17H47Ag3NO19P3 as an isolated structure in a non-equilibrium geometry, with properties calculated with the ωB97M-V functional and the def2-TZVPD basis.

**HOMO level**: -0.4710 hartree
**DFT total energy**: -3624.628165 Ha
**LUMO level**: -8.39 eV
**Molar mass**: 986.08 g/mol
**Net charge**: +2
**Spin multiplicity**: 1
**Energy relative to the best compared isomer or geometry (same formula, charge and spin)**: 0.0 kcal per mole
**HOMO-LUMO gap**: 0.163 Ha

Positions of all 90 atoms, in Å:
O (11.562, 5.443, -21.397)
H (10.286, 6.526, -20.329)
H (7.570, 3.198, -24.251)
O (14.832, 1.965, -28.973)
C (13.155, 0.196, -26.613)
O (6.963, 0.597, -27.580)
P (14.575, 0.552, -28.780)
H (11.974, 3.575, -20.637)
H (5.249, -0.136, -28.400)
C (9.702, -3.427, -20.898)
Ag (12.497, 5.750, -23.531)
O (11.471, 2.506, -24.532)
H (11.148, 4.598, -19.553)
H (7.938, -6.114, -21.681)
H (13.945, 9.201, -22.086)
H (13.080, 1.716, -30.772)
H (16.246, -2.160, -28.346)
H (14.663, -2.189, -29.146)
O (15.513, -1.603, -24.817)
H (13.906, -0.009, -21.373)
H (7.632, 1.706, -23.299)
C (15.678, -1.787, -29.201)
Ag (14.647, 3.472, -25.402)
H (16.007, -4.265, -21.592)
H (16.498, -0.003, -25.724)
H (9.623, -5.948, -21.215)
N (12.236, 2.436, -23.516)
O (13.218, 3.263, -23.389)
H (8.275, -5.455, -20.078)
H (6.320, -1.401, -27.902)
O (8.718, -4.154, -21.571)
H (16.107, -2.329, -30.047)
H (17.702, -3.847, -21.578)
C (11.514, 7.910, -21.348)
O (7.226, 1.324, -25.169)
H (17.485, -0.836, -24.484)
H (10.881, -1.650, -21.464)
H (12.135, 8.082, -20.464)
C (9.343, -0.082, -20.519)
O (14.190, -3.007, -23.120)
H (12.257, 0.381, -27.210)
O (15.520, -0.925, -22.355)
C (5.955, -0.412, -27.620)
H (9.786, -0.307, -19.539)
H (8.475, 0.568, -20.383)
H (7.626, -0.990, -23.866)
H (12.641, 0.168, -31.436)
H (11.541, 0.966, -30.308)
C (8.631, -5.501, -21.111)
C (10.758, 6.622, -21.316)
H (9.025, 2.098, -24.291)
O (9.328, 1.247, -26.764)
C (16.872, -4.115, -22.234)
O (8.934, -1.103, -21.353)
C (11.185, 4.325, -20.612)
H (12.843, -0.677, -26.034)
O (13.248, 0.007, -29.525)
C (14.442, -0.023, -22.322)
O (15.733, -0.391, -29.354)
Ag (10.729, 3.330, -26.791)
H (17.118, -5.028, -22.769)
H (9.943, -2.309, -22.723)
C (9.889, -2.085, -21.655)
H (13.433, 9.130, -23.739)
O (12.263, 7.939, -22.574)
C (7.940, 2.174, -24.241)
C (13.055, 9.092, -22.715)
O (14.326, -0.088, -27.321)
H (9.891, 6.589, -21.984)
H (10.818, 8.751, -21.255)
C (12.590, 0.772, -30.529)
H (13.286, 0.989, -25.872)
H (9.423, -3.126, -19.883)
H (14.691, 1.013, -22.555)
P (15.409, -2.206, -23.317)
P (8.016, 0.647, -26.390)
C (16.702, -0.958, -25.234)
O (8.121, -0.862, -25.894)
H (8.652, -2.254, -24.529)
H (10.670, -3.934, -20.940)
H (17.207, -1.514, -26.030)
H (5.439, -0.539, -26.669)
H (10.229, 3.934, -20.958)
H (9.345, -0.639, -24.215)
O (12.059, 1.560, -22.693)
H (10.133, 0.541, -20.972)
H (13.643, -0.310, -23.014)
C (8.456, -1.184, -24.545)
O (16.783, -3.006, -23.142)
H (12.496, 10.020, -22.560)

---

Entry 4:
Below is a 7-piece molecular cluster, C17H47F4N6O13S4 overall in a non-equilibrium geometry, with properties calculated with the ωB97M-V functional and the def2-TZVPD basis.

**HOMO level**: 0.0730 hartree
**DFT total energy**: -3974.575804 Ha
**LUMO level**: 4.99 eV
**Molar mass**: 747.85 g/mol
**Net charge**: -3
**Spin multiplicity**: 1
**HOMO-LUMO gap**: 0.110 Ha

Positions of all 91 atoms, in Å:
H (1.248, -2.894, 1.131)
H (4.305, 1.666, 4.708)
H (1.775, -0.962, -4.190)
H (-0.801, 4.118, 4.108)
H (0.063, 4.985, 0.026)
H (-1.644, 2.775, 4.875)
H (1.908, -0.510, 1.471)
N (-4.896, -2.464, -1.220)
C (2.430, 1.482, -4.143)
H (0.287, -0.822, -3.191)
H (2.758, 1.071, 5.292)
C (-2.380, 2.928, -0.063)
O (-0.610, -5.723, -0.416)
H (1.991, -3.406, 2.684)
H (-3.533, 0.507, 2.238)
C (3.699, 0.767, 4.808)
H (-1.480, -1.419, 4.100)
C (-2.182, 0.550, 3.601)
O (1.064, -6.714, -2.681)
H (2.686, 2.334, 1.182)
H (1.844, 3.873, -1.348)
H (4.188, 0.016, 5.446)
H (1.542, 3.172, 2.281)
H (-2.222, -1.315, 2.470)
H (-3.242, -1.300, 3.895)
H (-2.085, 1.958, 0.343)
O (-3.954, -0.815, 0.524)
C (3.555, 2.236, -6.252)
H (4.030, -2.404, 2.137)
O (-6.193, -0.432, -0.419)
S (-1.453, -6.153, -1.490)
O (-1.027, -0.780, -2.176)
H (-1.260, -0.624, -0.118)
H (0.388, 1.977, 0.254)
O (-7.176, -3.387, -0.500)
C (0.879, 2.955, 0.177)
H (4.349, 2.299, -5.496)
H (1.513, -0.461, 3.949)
H (-3.122, 2.842, -0.848)
F (-4.242, -0.268, -1.734)
S (-4.894, -1.034, -0.524)
H (0.155, 2.890, 4.975)
N (-3.328, 1.195, 2.955)
C (-0.608, -1.042, -0.948)
H (-2.769, 3.552, 0.757)
H (3.562, 3.189, -6.779)
C (2.471, -0.772, 3.508)
H (0.239, -0.318, -4.851)
H (-0.628, 4.100, 1.271)
S (-0.032, -6.404, -3.531)
C (-0.264, 3.947, 0.248)
C (1.516, -2.586, 2.141)
C (2.190, 1.865, -5.586)
H (0.006, 0.652, 3.618)
H (4.276, -0.888, 1.826)
H (0.306, -0.373, -0.765)
S (-5.784, -3.336, -0.171)
H (-0.366, -2.087, -0.654)
N (1.336, 3.079, -5.613)
H (-0.656, 0.678, 2.039)
F (-5.333, -4.799, -0.591)
H (3.264, 0.755, -4.047)
O (-1.248, 3.553, -0.667)
C (-2.279, -0.969, 3.506)
F (-2.827, -5.408, -1.079)
H (2.750, 2.308, -3.501)
H (1.705, 1.118, -6.206)
O (3.451, 0.250, 3.541)
H (-3.021, 2.064, 2.536)
H (-2.150, 0.776, 4.681)
H (3.883, 1.447, -6.937)
H (1.883, 3.913, -5.412)
H (0.570, -2.417, 2.670)
H (1.072, 3.260, -6.580)
O (-0.633, 2.453, 3.083)
N (3.670, -1.658, 1.540)
O (1.295, 0.933, -3.540)
O (-5.393, -3.300, 1.203)
O (-0.459, -7.382, -4.487)
N (-1.243, -5.500, -2.917)
H (2.442, 4.091, 1.082)
H (2.339, 2.376, -1.044)
N (1.493, 2.929, -1.163)
C (-0.730, 3.053, 4.345)
C (1.942, 3.128, 1.267)
C (0.888, -0.341, -3.966)
F (0.527, -5.241, -4.470)
O (-1.853, -7.539, -1.537)
H (2.804, -1.555, 4.221)
C (-0.863, 1.038, 3.052)
C (2.326, -1.306, 2.088)

---

Entry 5:
Below is a 6-piece molecular cluster, C17H47NO11 overall in a non-equilibrium geometry, with properties calculated with the ωB97M-V functional and the def2-TZVPD basis.

**HOMO level**: -0.3078 hartree
**DFT total energy**: -1558.077560 Ha
**LUMO level**: 0.41 eV
**Molar mass**: 441.56 g/mol
**SMILES string**: COCCNCCOC.CC(C)O.OCCO.OCCO.OCCO.OCCO
**Spin multiplicity**: 1
**Energy relative to the best compared isomer or geometry (same formula, charge and spin)**: 5.0 kcal per mole
**HOMO-LUMO gap**: 0.323 Ha

Positions of all 76 atoms, in Å:
H (28.944, -10.270, -10.067)
O (34.818, -7.157, -8.615)
O (27.078, -1.573, -8.032)
H (28.784, -7.608, -12.764)
C (34.597, -4.816, -8.462)
H (28.103, -7.140, -15.659)
H (32.315, -9.316, -8.160)
O (33.370, -4.458, -9.134)
O (31.566, -8.380, -13.848)
C (29.463, -10.177, -9.113)
C (31.013, -10.317, -9.258)
H (25.520, -6.150, -12.334)
H (35.583, -7.647, -8.305)
H (27.824, -3.646, -10.241)
H (29.554, -8.115, -15.122)
O (31.612, -9.963, -8.062)
H (26.054, -2.657, -9.200)
H (20.834, 1.856, -6.824)
H (29.020, -10.816, -8.350)
H (31.411, -9.761, -10.107)
H (30.700, -12.048, -10.375)
C (26.489, -2.872, -8.223)
C (32.484, -9.452, -14.199)
H (35.333, -4.012, -8.485)
H (28.016, -1.546, -7.831)
H (25.793, 0.334, -13.883)
H (34.964, -6.012, -10.276)
H (20.704, 1.642, -8.567)
H (27.566, -8.554, -13.630)
O (27.095, -6.608, -13.461)
H (32.750, -5.189, -9.185)
H (30.451, -6.613, -12.881)
H (26.908, -4.993, -7.971)
C (24.798, -1.350, -14.714)
H (32.299, -9.912, -15.169)
H (34.186, -4.992, -7.468)
H (32.354, -11.950, -9.548)
H (23.802, -0.908, -14.684)
H (32.858, -6.771, -14.048)
O (21.081, -0.125, -7.665)
C (22.668, 1.738, -7.710)
N (29.557, -6.005, -14.698)
C (28.115, -7.612, -13.624)
O (23.249, 1.165, -8.866)
H (31.985, -7.168, -15.488)
H (24.896, -1.536, -16.746)
H (31.203, -5.252, -13.662)
H (30.971, -12.497, -8.704)
O (25.218, -0.977, -16.036)
C (30.759, -6.229, -13.854)
O (26.953, -1.309, -13.726)
H (23.143, 1.387, -6.793)
H (28.193, -3.967, -7.498)
H (25.192, -0.882, -12.733)
H (21.462, -0.411, -8.498)
H (23.995, 0.615, -8.618)
C (26.010, -7.064, -12.668)
O (28.248, -4.031, -9.471)
C (31.882, -7.101, -14.405)
H (29.031, -5.252, -14.279)
H (25.283, -7.727, -13.138)
H (27.160, -1.296, -14.663)
C (27.401, -4.060, -8.241)
H (32.358, -10.372, -13.628)
H (29.274, -9.152, -8.793)
H (33.524, -9.136, -14.116)
C (28.887, -7.279, -14.915)
C (31.276, -11.799, -9.484)
C (21.194, 1.268, -7.669)
H (24.757, -2.429, -14.571)
C (25.718, -0.733, -13.676)
C (35.231, -5.980, -9.219)
H (25.754, -3.065, -7.442)
H (36.302, -5.792, -9.146)
H (26.428, -7.506, -11.763)
H (22.719, 2.825, -7.787)